--- A ---
Computed, not measured: one molecule with the formula C2H4ClN3, with ωB97M-V/def2-TZVPD.

Last column: natural (NBO) charge in e.
Positions of all 10 atoms, in Å:
C -0.390 0.477 -0.784  -0.135
C 1.339 -0.044 0.786  -0.110
N -0.401 1.893 -0.318  -0.153
N 0.272 2.314 0.533  -0.044
N 0.146 -0.389 0.208  -0.584
Cl 2.707 0.061 -0.250  -0.016
H -1.412 0.200 -1.050  0.217
H 0.249 0.493 -1.669  0.224
H 1.546 -0.332 1.800  0.206
H -0.542 -0.673 0.895  0.394

Summary:
* HOMO (spin up / spin down): -7.37 / -7.70 eV
* LUMO energy (spin up / spin down): 0.025 / 0.030 Eh
* gap between HOMO and LUMO (spin up / spin down): 8.04 / 8.51 eV

***

--- B ---
Computed, not measured: a 2-piece molecular cluster, C2H4ClN3 overall, with ωB97M-V/def2-TZVPD.

Last column: natural (NBO) charge in e.
Positions of all 10 atoms, in Å:
C 1.613 -1.361 0.091  0.043
C -0.623 -0.559 -0.020  0.635
N 0.475 -1.030 -0.374  -0.431
N -1.823 -0.677 0.146  -0.505
N 0.045 1.902 -0.355  -0.932
Cl -3.051 0.488 0.073  0.198
H 2.360 -1.663 -0.622  0.189
H 1.851 -1.373 1.149  0.174
H 0.012 2.105 0.642  0.312
H -0.859 2.170 -0.730  0.318

Summary:
* HOMO: -8.01 eV
* LUMO energy: -0.067 Eh
* gap between HOMO and LUMO: 6.18 eV

***

Stability summary: most stable A, least stable B.

***

--- A ---
Computed, not measured: a 5-piece molecular cluster, C4H17NO3 overall, with ωB97M-V/def2-TZVPD.

Last column: natural (NBO) charge in e.
Positions of all 25 atoms, in Å:
C 0.132 -1.331 -0.648  -0.506
N -0.929 -0.378 -0.622  -0.135
C 0.025 1.863 -0.768  -0.609
C -0.655 0.819 0.122  -0.092
C 0.164 0.576 1.418  -0.606
H 1.083 -0.837 -0.913  0.313
H -0.129 -2.110 -1.368  0.224
H 0.304 -1.851 0.320  0.344
H -3.636 0.208 -1.606  -0.010
H 1.021 1.559 -1.094  0.282
H 0.081 2.821 -0.263  0.236
H -0.534 2.029 -1.690  0.209
H -1.624 1.208 0.430  0.230
H 0.120 1.482 2.013  0.226
H 1.184 0.280 1.215  0.270
H -0.319 -0.188 2.021  0.241
H -3.090 -1.718 1.321  0.467
H 3.544 -1.808 1.054  0.460
O 2.649 -1.467 0.919  -1.032
H -1.730 -0.877 -0.020  0.426
H -4.263 0.070 -1.984  0.010
O -2.405 -1.046 1.207  -0.851
H 2.761 -0.616 0.281  0.485
H 3.541 0.813 -0.861  0.453
O 2.706 0.500 -0.486  -1.033

Summary:
* HOMO: -8.90 eV
* LUMO energy: -0.181 Eh
* gap between HOMO and LUMO: 3.96 eV

***

--- B ---
Computed, not measured: a 4-piece molecular cluster, C4H17NO3 overall, with ωB97M-V/def2-TZVPD.

Last column: natural (NBO) charge in e.
Positions of all 25 atoms, in Å:
C -2.240 -0.317 -0.129  -0.620
C -1.030 -0.395 -1.068  -0.235
C -1.257 -1.296 -2.330  -0.612
C -0.549 0.966 -1.569  -0.209
N -0.016 1.794 -0.470  -0.898
H -2.226 -1.199 0.519  0.208
H -3.171 -0.576 -0.626  0.202
H -2.358 0.593 0.449  0.223
H -0.271 -0.840 -0.426  0.197
H -2.302 -1.628 -2.294  0.207
H -1.076 -0.756 -3.259  0.211
H -0.641 -2.192 -2.208  0.212
H -1.357 1.444 -2.138  0.186
H 0.305 0.862 -2.233  0.170
H -0.107 1.385 0.455  0.387
H -0.413 2.716 -0.352  0.363
O 1.628 -1.245 2.362  -0.982
H 0.897 -1.850 2.131  0.472
H 2.014 -0.950 1.507  0.502
O 0.412 1.028 2.521  -0.984
H 0.722 0.288 3.067  0.510
H 1.109 1.674 2.367  0.469
O 2.375 -0.459 -0.131  -0.958
H 2.107 -0.460 -1.045  0.489
H 2.263 0.469 0.139  0.491

Summary:
* SMILES string: CC(C)CN.O.O.O
* HOMO: -9.23 eV
* LUMO energy: 0.025 Eh
* gap between HOMO and LUMO: 9.91 eV

***

Stability summary: most stable B, least stable A.